[1]
The following is a quantum chemistry calculation of 2 unconnected molecules or ions with the total composition C5H7NO, from OMol25.

Each line ends with the Löwdin charge.
CARTESIAN COORDINATES (ANGSTROEM)
C 1.84088 -1.15285 -0.01340  0.17
C -0.42646 -0.67224 -0.36205  -0.13
C -1.72075 -1.11479 0.04079  -0.26
N -2.76388 -1.47654 0.40792  0.12
C 0.03598 0.63671 -0.05426  -0.46
O 1.27511 0.81038 -0.07404  0.00
C -0.86910 1.78696 0.26673  0.00
H 1.84218 -1.12217 1.06893  0.07
H 1.51583 -2.09210 -0.44336  0.04
H 2.71298 -0.72583 -0.49391  0.05
H -0.11636 -1.01705 -1.34597  0.12
H -0.31441 2.58742 0.75808  0.09
H -1.68783 1.43895 0.90437  0.09
H -1.31452 2.16355 -0.66008  0.10

## Properties
Total charge: 0
E_HOMO (spin up / spin down) (eV): -8.59 / -8.59
ΔE to the lowest compared entry with this formula, charge and spin (kcal per mole): 100.76
Maximum force (eV/Å): 1.199
DFT total energy (eV): -8831.8336

---

[2]
The following is a quantum chemistry calculation of C5H7NO in the gas phase, from OMol25.

Each line ends with the Löwdin charge.
CARTESIAN COORDINATES (ANGSTROEM)
C 0.78762 1.69008 0.38340  -0.02
N 0.18299 0.46506 -0.08941  -0.11
C -0.05865 0.10654 -1.40171  -0.11
C -0.62435 -1.13864 -1.40753  -0.11
C -0.74305 -1.57013 -0.05055  -0.05
C -0.22964 -0.55309 0.71464  -0.37
O -0.06599 -0.38238 2.05470  0.07
H 1.75693 1.49523 0.85288  0.09
H 0.13857 2.18175 1.11358  0.09
H 0.93204 2.35688 -0.46902  0.09
H 0.20108 0.77946 -2.20729  0.11
H -0.93023 -1.69222 -2.28551  0.09
H -1.16419 -2.49918 0.31125  0.10
H -0.18313 -1.23935 2.48059  0.11

## Properties
Structure (SMILES): Cn1cccc1O
Total charge: 0
E_HOMO (eV): -7.66
ΔE to the lowest compared entry with this formula, charge and spin (kcal per mole): 14.67
Maximum force (eV/Å): 0.282
DFT total energy (eV): -8835.5666

---

[3]
The following is a quantum chemistry calculation of a molecular structure, C5H7NO, from OMol25.

Each line ends with the Löwdin charge.
CARTESIAN COORDINATES (ANGSTROEM)
O -2.08788 0.06960 1.80338  -0.08
C -1.46874 -0.81249 1.08699  -0.27
C -0.93014 -0.41234 -0.12749  -0.25
C -0.22071 0.64067 -0.84436  -0.20
C 1.10147 1.01918 -0.22415  -0.11
C 1.41993 -0.49121 -0.27810  -0.13
N 0.11811 -0.81681 -1.03990  0.04
H -1.60544 -1.88615 1.30851  0.14
H -2.22180 0.11269 0.34838  0.29
H -0.70344 1.15951 -1.66854  0.13
H 1.04235 1.51185 0.74977  0.11
H 1.72803 1.61238 -0.89617  0.11
H 1.54385 -0.98837 0.69003  0.11
H 2.28441 -0.71851 -0.90835  0.11

## Properties
Total charge: 0
E_HOMO (eV): -8.59
ΔE to the lowest compared entry with this formula, charge and spin (kcal per mole): 156.76
Maximum force (eV/Å): 0.817
DFT total energy (eV): -8829.4049

---

[4]
The following is a quantum chemistry calculation of C5H7NO in the gas phase, from OMol25.

Each line ends with the Löwdin charge.
CARTESIAN COORDINATES (ANGSTROEM)
O -2.60797 0.39074 1.88776  -0.06
C -2.16216 -0.74906 1.18066  -0.28
C -0.85168 -0.55973 0.53364  0.01
C 0.23353 -0.41591 0.02458  0.02
C 1.53245 -0.25485 -0.59861  -0.33
C 1.65637 0.56262 -1.83783  -0.15
N 2.20438 1.04790 -0.58086  0.01
H -1.93349 0.60842 2.54455  0.09
H -2.10253 -1.63140 1.83728  0.12
H -2.92233 -0.95842 0.41823  0.12
H 2.19688 -1.10814 -0.46857  0.13
H 0.74637 1.03017 -2.20607  0.11
H 2.40150 0.28420 -2.58534  0.10
H 1.60867 1.75347 -0.14943  0.10

## Properties
Structure (SMILES): OCC#C[C@H]1CN1
Total charge: 0
E_HOMO (eV): -9.25
ΔE to the lowest compared entry with this formula, charge and spin (kcal per mole): 77.23
Maximum force (eV/Å): 0.484
DFT total energy (eV): -8832.8540

---

[5]
The following is a quantum chemistry calculation of 2 unconnected molecules or ions with the total composition C5H7NO, from OMol25.

Each line ends with the Löwdin charge.
CARTESIAN COORDINATES (ANGSTROEM)
O -3.22774 -0.75494 0.57539  -0.04
C -2.83307 0.11802 1.31202  -0.21
N -0.48267 0.62932 0.41718  0.11
C -0.12489 -0.52012 0.03028  -0.22
C 1.23695 -0.91160 -0.51429  -0.18
C 2.19928 0.18685 -0.43034  -0.16
C 2.91262 1.15023 -0.31486  0.12
H -3.05551 1.18710 1.14579  0.08
H 0.28142 1.30436 0.31776  0.05
H -0.86600 -1.32521 0.08612  0.10
H -2.24584 -0.10291 2.22317  0.08
H 1.60071 -1.78736 0.03787  0.12
H 1.11275 -1.23810 -1.55508  0.12
H 3.56199 1.99259 -0.21686  0.03

## Properties
Structure (SMILES): [H]/N=C\CC#C.C=O
Total charge: 0
E_HOMO (eV): -9.58
ΔE to the lowest compared entry with this formula, charge and spin (kcal per mole): 77.49
Maximum force (eV/Å): 0.541
DFT total energy (eV): -8832.8424

---

[6]
The following is a quantum chemistry calculation of C5H7NO in the gas phase, from OMol25.

Each line ends with the Löwdin charge.
CARTESIAN COORDINATES (ANGSTROEM)
O -1.89918 -1.24695 1.25229  0.04
C -0.91555 -0.78912 0.70000  -0.51
C -0.54793 -1.03375 -0.76466  -0.09
C -0.20029 0.28892 -1.39740  -0.09
C 0.63080 1.09969 -0.74082  -0.09
C 1.05352 0.72528 0.66834  -0.15
N -0.07094 0.04440 1.34876  0.02
H -1.38223 -1.54745 -1.24429  0.12
H 0.33198 -1.69964 -0.82626  0.13
H -0.61537 0.53891 -2.37223  0.11
H 0.93840 2.04906 -1.18411  0.10
H 1.34249 1.63033 1.23404  0.12
H 1.51924 -0.25383 0.99500  0.15
H -0.18493 0.19414 2.33133  0.14

## Properties
Structure (SMILES): O=C1CC=CCN1
Total charge: 0
E_HOMO (eV): -9.02
ΔE to the lowest compared entry with this formula, charge and spin (kcal per mole): 34.77
Maximum force (eV/Å): 3.786
DFT total energy (eV): -8834.6949

---

- What is the formula in the sixth record?
  C5H7NO

---

- The highest maximum force belongs to which entry?
  number 6

---

- Among the records above, which one has the lowest ΔE to the lowest compared entry with this formula, charge and spin?
  number 2

---

- Which value of DFT total energy does entry 1 give?
  -8831.8336 eV